1.
72
Properties=species:S:1:pos:R:3 method="wB97M-V/def2-TZVPD" energy_ha=-4595.615656 charge=-1 relative_energy_ev=1.7837
Zn -0.0047 0.0851 -0.5206
S 2.4007 0.9130 -1.9106
S 1.2277 -2.1361 1.0472
S -1.4279 -2.7329 4.1026
O 1.6785 2.1719 -1.8381
O 1.5089 -0.2608 -1.7576
O 3.6011 0.8542 -1.1035
O -2.2001 -1.6315 4.6309
O -2.0019 -4.0437 4.2600
N -0.9572 -2.4430 2.5697
N -1.5645 -1.0229 -0.5829
N -1.1508 1.8752 0.0650
N 1.2121 0.9220 1.0023
N 3.1018 1.2079 2.5481
N -0.8566 0.8973 -2.6950
N -1.2637 -0.2372 -3.4310
N -2.4205 3.1879 1.2642
C -1.5691 -0.0786 -4.8504
C 1.0861 -2.5552 3.7537
C -1.1884 3.1153 -0.5260
C 2.0432 -2.7937 6.3389
C -2.6614 0.9828 -4.9945
C -2.1150 -1.4345 -5.2943
C 0.6712 -2.8371 6.1191
C 2.9933 0.7972 -3.6156
C -1.9759 3.9465 0.2049
C -2.6170 -1.3610 -0.9119
C -1.8951 1.9406 1.1472
C 0.2213 -2.7164 4.8218
C 2.9249 -2.6488 5.2716
C -0.3485 0.3145 -5.6969
C 0.3521 -2.3926 2.4587
C 2.4550 -2.5241 3.9709
C 2.6965 1.3032 3.9397
C -2.1319 0.8666 2.1383
C 4.4974 1.4467 2.2190
C 2.1704 1.0315 1.6388
B -4.0542 -1.7157 -1.4119
H -0.0263 -2.9640 6.9375
H 5.1272 0.7062 2.7175
H 3.1735 1.8108 -3.9613
H -1.5387 -0.0054 1.8880
H 2.7365 2.3415 4.2857
H -1.8726 1.1913 3.1470
H -3.4860 0.7388 -4.3222
H -2.4899 -1.3875 -6.3181
H -2.9236 -1.7264 -4.6233
H -3.0264 3.4892 2.0044
H -0.0472 1.3786 -3.0793
H 3.3677 0.7017 4.5551
H -3.0339 1.0084 -6.0196
H 1.6820 0.9275 4.0529
H -0.6220 0.4068 -6.7501
H 2.4285 -2.8713 7.3480
H 2.2323 0.2998 -4.2116
H 4.6174 1.3592 1.1465
H -1.3367 -2.1996 -5.2410
H 4.7980 2.4492 2.5380
H 3.1217 -2.4090 3.1260
H -3.9765 -2.6619 -2.1636
H -0.5998 3.3201 -1.4038
H -4.7611 -1.9518 -0.4601
H -4.4365 -0.7214 -2.0018
H 0.0543 1.2765 -5.3688
H 3.9133 0.2199 -3.6080
H -0.5964 -0.9795 -3.2616
H -2.2570 4.9756 0.0699
H 0.4362 -0.4407 -5.6094
H -2.2817 1.9772 -4.7508
H -1.6335 1.5408 -2.6374
H 3.9929 -2.6384 5.4539
H -3.1738 0.5444 2.1497

2.
18
Properties=species:S:1:pos:R:3 method="wB97M-V/def2-TZVPD" energy_ha=-526.956607 relative_energy_ev=0.0000
Sr -1.2382 -0.5195 -0.4667
O -0.8319 -1.0990 -2.6183
O -0.1270 1.1268 1.0234
O -0.1972 3.2724 1.6889
O -1.3806 -0.9652 1.6046
C 0.3513 0.4726 2.2312
C 0.1190 -1.3308 -3.4997
C -0.7827 2.3186 1.2430
C 1.2208 -0.5890 -3.7294
C -0.1838 -0.9533 2.3229
H -0.0867 0.9447 3.1187
H 0.6099 -1.6872 2.0925
H -1.8740 2.3799 1.0800
H 1.9198 -0.8892 -4.5110
H -0.0215 -2.2499 -4.0935
H 1.4357 0.6091 2.2733
H 1.4341 0.3165 -3.1543
H -0.3670 -1.1573 3.3947

3.
210
Properties=species:S:1:pos:R:3 method="wB97M-V/def2-TZVPD" energy_ha=-3389.661413 relative_energy_ev=7.0140 smiles=CC1(C)CCCC(C)(C)N1O.CC1(C)CCCC(C)(C)N1O.CC1(C)CCCC(C)(C)N1O.CC1(C)CCCC(C)(C)N1O.CC1(C)CCCC(C)(C)N1O.CC1(C)CCCC(C)(C)N1O.CC1(C)CCCC(C)(C)N1O
O 4.9455 -4.3868 0.7603
O 2.0638 -1.0814 -1.6838
O 0.9944 -10.7395 1.2416
O -4.3179 -7.9273 6.2289
O -2.1424 10.2000 3.8731
O 4.8139 8.2262 -7.1726
O -6.9391 6.0499 -4.6186
N -1.8705 8.9010 3.6244
N -4.6665 -6.8136 5.4204
N 4.8273 7.8921 -5.8126
N 0.7327 -1.1504 -1.3528
N -5.6048 6.4091 -4.3262
N 5.6461 -4.2019 1.9810
N 0.7765 -11.4630 0.0372
C 2.5282 6.6728 -5.9035
C -5.3109 -7.2487 4.1055
C -2.5777 6.5635 3.8366
C 3.9685 -5.8378 2.9734
C -3.5892 7.7913 -4.6946
C 6.1026 9.8717 -5.1648
C 7.5794 -3.2822 3.1799
C 1.1495 -13.6543 1.1204
C -3.5255 -5.0631 6.9280
C 4.8193 9.0809 -4.8768
C -2.2628 -0.9531 -1.1724
C -3.6130 6.1253 -2.9143
C 4.0180 7.2880 -3.1491
C -6.5906 -8.1105 4.3921
C -0.5120 8.5650 3.2152
C 0.4790 8.6798 4.3514
C -2.2722 -5.9013 5.0118
C -1.1151 6.1722 3.7047
C 0.0960 1.1772 -1.9069
C -4.2399 8.4698 3.7944
C 4.8819 -4.5582 3.1899
C 0.1108 0.1130 -0.8665
C -4.4683 -8.1181 3.2567
C 0.8981 0.6940 0.3553
C -5.1897 5.9563 -2.9451
C -5.7459 -5.9523 3.3231
C 4.3002 6.1308 -4.0976
C 3.6278 10.0084 -4.9684
C -0.0659 9.4201 2.0358
C -5.6959 8.9629 -3.9782
C 4.7105 5.4066 -6.4175
C -4.6889 -4.8052 3.3509
C 0.1374 -11.5425 -2.3588
C -5.8224 6.7368 -1.8821
C 6.9326 -3.7419 4.5188
C 6.6535 -3.1119 2.0014
C 7.4474 -3.3209 0.7052
C 1.6376 -9.6972 -1.5379
C 5.8651 -4.7786 4.3851
C -3.0105 7.5555 -3.2420
C -5.1021 7.7249 -4.7796
C 3.9934 -3.3873 3.6290
C 1.1046 -12.6244 -2.5731
C 6.1118 -1.6740 1.8597
C -0.3846 7.1049 2.7092
C 0.3547 -3.5314 -2.0842
C -1.5695 -2.2977 -1.5436
C -0.7627 -9.7930 -0.9904
C 4.0812 6.6046 -5.5868
C -5.4002 7.9534 -6.2603
C 1.5603 -12.7445 -0.0762
C -0.1569 -2.1180 -2.1103
C -3.7208 -5.6518 5.4652
C -0.2513 -1.7925 -3.6892
C 1.1691 -13.5081 -1.3568
C 3.0817 -12.4834 0.0242
C -2.8556 8.0342 4.2943
C -1.2792 -0.1865 -0.3051
C -5.4032 4.3859 -2.7756
C -4.4130 -4.4590 4.8182
C 4.9212 8.5398 -3.4496
C -2.6833 8.1485 5.8224
C 0.4806 -10.6776 -1.1976
H 3.2909 -6.0020 3.8113
H 4.3269 5.5225 -7.4312
H -5.0938 -3.9187 2.8628
H 0.5071 -3.9238 -1.0787
H 2.0771 7.4538 -5.2914
H 3.7669 5.2248 -3.8099
H 0.8155 -13.1664 -3.4735
H 7.9693 -4.2740 0.6188
H 2.0883 -12.2182 -2.8088
H -1.6776 -10.3351 -0.7510
H -5.0516 -7.8723 6.8454
H 7.7912 -4.1448 5.0560
H -3.1718 -0.9467 -0.5710
H -3.0350 -5.8341 7.5222
H 4.6527 9.2934 -2.7093
H -0.8069 -12.0210 -2.0993
H 0.2970 -14.1401 -1.1892
H 2.7030 9.4341 -4.9148
H -0.8376 1.1966 -2.4692
H 1.4444 -9.1225 -2.4437
H 2.4102 6.8226 -6.9767
H 1.6884 -14.5873 1.2851
H -4.9968 3.9546 -1.8607
H -6.6157 -5.5962 3.8752
H -1.4875 -2.8888 -0.6315
H -4.5005 -4.8525 7.3675
H 1.2825 -13.0828 2.0391
H -4.4667 9.4788 4.1390
H -2.4445 10.4839 3.0073
H -2.4880 -0.5425 -2.1567
H -1.9237 7.6215 -3.2926
H -4.9112 -8.3082 2.2791
H 5.6676 7.9985 -7.5481
H -3.4994 -7.6951 2.9914
H 6.9670 9.2268 -5.0068
H -1.7789 -4.9514 4.8057
H -4.2411 -9.1054 3.6590
H 0.7480 8.9745 1.4639
H 3.7330 10.6400 -5.8505
H 3.5014 -11.9585 -0.8339
H -2.8243 5.8821 4.6508
H -6.1087 -6.1692 2.3184
H -1.7659 0.7456 -0.0178
H -2.2225 -6.3141 4.0042
H 0.1667 2.1614 -1.4437
H 8.1317 -2.4145 3.5408
H 5.7843 5.2308 -6.4814
H -2.7116 9.1751 6.1876
H 0.0209 10.5036 2.1168
H 2.5114 -10.2874 -1.8139
H 8.3681 -3.9482 2.8299
H -5.9237 6.1774 -0.9521
H -5.0836 7.8016 3.9669
H 5.3581 -1.7441 1.0754
H 0.7219 -1.4440 -4.0347
H -1.7135 -6.6212 5.6100
H 1.8241 -8.9356 -0.7807
H 3.3208 -5.7186 2.1049
H 5.6775 -1.3079 2.7900
H 4.3250 4.4654 -6.0254
H -5.1917 9.1901 -3.0390
H 3.1906 -11.6536 0.7225
H -7.4531 -7.4799 4.6077
H 0.6545 6.7791 2.7568
H -4.9079 3.7818 -3.5358
H 0.9024 1.0540 -2.6299
H -6.7685 5.1439 -4.8862
H -4.1864 8.4628 2.7057
H 0.3379 -11.1155 1.8325
H -0.8067 -0.8909 -3.9474
H -3.3954 7.5361 6.3755
H -3.1590 5.4588 -3.6475
H 4.0686 6.9858 -2.1030
H -0.5327 -9.1367 -0.1511
H -7.0181 -8.5841 3.5083
H 3.5678 -13.4392 0.2200
H 1.9734 -14.2087 -1.5811
H -0.9650 -9.2733 -1.9269
H 5.3228 -4.7993 5.3304
H -0.7128 -2.6070 -4.2474
H -6.4893 -8.7984 5.2316
H 3.3917 -3.2137 2.7369
H -6.8554 6.9992 -2.1103
H 5.3653 6.0140 -3.8973
H 4.5268 -6.7074 2.6269
H -5.3551 -4.3112 5.3462
H 6.8435 -3.1861 -0.1921
H 1.8954 1.0079 0.0472
H -0.3460 -4.2222 -2.5531
H 5.3941 -5.2028 0.5269
H 6.2115 -5.8093 4.3091
H 2.9976 7.6461 -3.2855
H -1.6802 7.7785 6.0344
H -5.2091 7.5880 -1.5865
H -6.7673 8.8310 -3.8273
H 1.3054 -3.7308 -2.5786
H 2.3409 -1.9361 -1.3457
H 6.0984 10.3392 -6.1495
H 4.4856 -2.4456 3.8719
H 5.9500 8.2212 -3.2818
H -0.5961 6.1147 4.6614
H -5.7009 9.8595 -4.5980
H -3.1982 6.9441 -5.2580
H -4.9912 7.1790 -6.9093
H -1.0216 5.1589 3.3142
H -3.2206 6.3162 2.9918
H 0.1094 -13.9804 1.1197
H -0.0200 -10.9683 -3.2719
H 1.5235 8.8854 4.1173
H -0.7122 7.1090 1.6696
H -5.0270 8.9164 -6.6087
H 3.3563 -3.6339 4.4785
H 8.2115 -2.5870 0.4489
H -3.2219 8.7270 -5.1161
H 2.0706 5.7436 -5.5639
H 0.1812 9.5487 4.9384
H 0.5086 7.8575 5.0662
H 6.8330 -0.9426 1.4950
H -6.4873 7.9554 -6.3398
H 0.9881 -0.0574 1.1398
H 3.6674 10.7323 -4.1544
H -0.8364 9.4458 1.2653
H -3.7562 -5.1340 2.8925
H -1.2419 -0.6358 0.6872
H -3.7184 -3.6204 4.7689
H 6.4782 -2.8924 5.0287
H -2.9296 -4.1505 6.9155
H 0.4232 1.5662 0.8046
H -3.3656 8.2591 -2.4890
H -2.1868 -2.8728 -2.2338
H -3.2441 5.7123 -1.9755
H -6.4875 4.2752 -2.7706
H 6.2493 10.7802 -4.5807